Density functional theory data (ωB97M-V/def2-TZVPD) for a structure of composition C6H8Br2Cl4NO2S2.

Properties
Max |F| in eV/Å: 0.77
Net charge: -1
Total energy in eV: -223782.6019
LUMO energy in eV: 2.38
HOMO level in eV: -5.345

Each line ends with the Löwdin charge.
Cartesian coordinates (Å):
1 O 2.53689 -1.16760 0.51043  -0.04
2 C 1.32689 -1.34811 0.37752  -0.78
3 O 0.64726 -2.38028 0.25620  -0.07
4 C 0.48892 0.02003 0.45079  -0.82
5 Br 0.95454 0.80688 2.20833  0.68
6 C 0.92045 0.99613 -0.64256  -0.26
7 C 1.34573 0.35652 -1.96810  -0.28
8 C 1.44741 1.40979 -3.06120  -0.59
9 S 1.54981 0.73953 -4.74506  0.67
10 N -0.96197 -0.26115 0.54352  -0.90
11 S -1.69796 -0.93488 -0.89273  0.66
12 Br -2.01668 1.27246 0.92430  0.57
13 H 0.11837 1.72182 -0.80778  0.07
14 H 1.77753 1.55242 -0.26550  0.09
15 H 2.31245 -0.12348 -1.82718  0.11
16 H 0.63417 -0.40796 -2.27564  0.07
17 H 2.35981 2.00053 -2.96759  0.07
18 H 0.59827 2.09179 -3.02065  0.07
19 H 0.28610 0.31454 -4.79269  -0.16
20 H -1.21273 -2.15067 -0.62983  -0.13
21 C -2.67716 -0.90330 4.51754  -2.06
22 Cl -1.20865 -0.07516 5.01590  0.51
23 Cl -2.35726 -1.82006 3.05839  0.56
24 Cl -3.21519 -1.99345 5.81793  0.49
25 Cl -3.95699 0.28366 4.21565  0.49

***

Density functional theory data (ωB97M-V/def2-TZVPD) for an isolated molecule of C4H10N2S at a distorted geometry.

Properties
Max |F| in eV/Å: 5.34
Net charge: 0
Total energy in eV: -18122.2084
SMILES string: CC/C(CN)=N/S
LUMO energy in eV: 0.61
Relative energy (zero: lowest compared OMol25 entry of this formula, charge and spin) in kJ/mol: 325.8
HOMO level in eV: -8.350

Each line ends with the Löwdin charge.
Cartesian coordinates (Å):
1 C -2.16372 -0.55251 -0.43443  -0.13
2 C -1.15431 -0.64259 0.72572  -0.23
3 C 0.25380 -0.27466 0.33728  -0.44
4 C 0.63620 1.02794 -0.33175  -0.40
5 H -2.20465 0.38509 -1.07945  0.08
6 H -2.12803 -1.44058 -1.09478  0.07
7 H -3.14026 -0.82548 0.04603  0.07
8 H -1.09001 -1.73382 1.05468  0.12
9 H -1.56548 -0.09910 1.66398  0.13
10 H -0.32820 1.68687 -0.51632  0.13
11 H 1.07225 0.62950 -1.28296  0.09
12 H 2.38419 2.05233 -0.53140  0.18
13 H 1.22981 2.61436 1.19105  0.18
14 H 2.75737 -2.31881 -0.61875  -0.10
15 N 1.62428 1.72814 0.41950  -0.12
16 N 1.11589 -1.21682 0.50503  -0.35
17 S 2.70088 -1.01988 -0.05344  0.70

***

Density functional theory data (ωB97M-V/def2-TZVPD) for a cluster of 2 separate species, C6H14O in total at a distorted geometry.

Properties
Max |F| in eV/Å: 2.15
Net charge: 0
Total energy in eV: -8495.2868
SMILES string: C/C=C/CCC.O
LUMO energy in eV: 0.75
Relative energy (zero: lowest compared OMol25 entry of this formula, charge and spin) in kJ/mol: 154.9
HOMO level in eV: -8.949

Each line ends with the Löwdin charge.
Cartesian coordinates (Å):
1 C 1.45689 0.27328 1.54474  -0.11
2 C 0.66722 -0.90026 0.92687  -0.24
3 C -0.58556 -0.33247 0.19956  -0.23
4 C -0.29166 0.62695 -0.93672  -0.13
5 C -0.13706 0.17311 -2.18083  -0.17
6 C 0.44808 0.98138 -3.30651  -0.12
7 H 1.84549 0.99784 0.82547  0.06
8 H 2.30827 -0.09882 2.11325  0.06
9 H 0.71082 0.79872 2.14276  0.07
10 H 0.46141 -1.69502 1.64046  0.10
11 H 1.17128 -1.40145 0.09535  0.10
12 H -1.28772 0.07720 0.92475  0.09
13 H -1.01571 -1.16343 -0.38277  0.10
14 H 0.04387 1.58893 -0.56826  0.10
15 H -0.03451 -0.89625 -2.34326  0.10
16 H 1.48404 1.34037 -3.26879  0.07
17 H -0.17198 1.88466 -3.39066  0.07
18 H 0.35972 0.49305 -4.27323  0.06
19 H -2.25323 -1.57540 3.79162  0.01
20 H -2.93535 -0.25645 3.32312  0.05
21 O -2.24430 -0.91594 3.12307  -0.05

***

Density functional theory data (ωB97M-V/def2-TZVPD) for a cluster of 10 separate species, C33H93N7O12 in total at a distorted geometry.

Properties
Max |F| in eV/Å: 3.45
Net charge: 0
Total energy in eV: -70723.7702
SMILES string: COC[C@H](C)N.COC[C@H](C)N.COC[C@H](C)N.COC[C@H](C)N.COC[C@H](C)N.COC[C@H](C)N.COC[C@H](C)N.OCCO.OCCO.CO
LUMO energy in eV: 0.61
Relative energy (zero: lowest compared OMol25 entry of this formula, charge and spin) in kJ/mol: 0.0
HOMO level in eV: -8.720

Each line ends with the Löwdin charge.
Cartesian coordinates (Å):
1 C -2.42940 7.99791 20.22683  -0.29
2 C -2.76345 9.07898 21.23911  -0.19
3 O -2.82101 8.57986 22.62635  -0.11
4 O -3.38415 7.00836 20.37846  -0.07
5 H -1.42448 7.62333 20.53403  0.11
6 H -2.45557 8.48276 19.22023  0.13
7 H -3.71206 9.53006 20.97279  0.12
8 H -1.91347 9.77522 21.14153  0.12
9 H -3.46804 7.84060 22.66913  0.10
10 H -2.92741 6.18863 20.68917  0.05
11 C 0.49752 7.81507 23.94053  -0.27
12 C 1.88512 7.28366 23.90867  -0.27
13 O 2.81257 8.22942 23.43910  -0.10
14 O -0.00389 7.95247 22.65789  -0.06
15 H 0.49077 8.72101 24.50808  0.09
16 H -0.13501 7.14727 24.55209  0.11
17 H 1.99319 6.37497 23.35349  0.11
18 H 2.12346 7.01339 24.94051  0.09
19 H 2.83313 8.27373 22.46911  0.03
20 H -0.94730 8.07092 22.75050  0.03
21 C 6.91172 9.53964 22.49128  -0.08
22 C 5.68089 10.27513 22.88516  -0.45
23 C 5.72504 11.74479 23.27305  -0.22
24 O 6.60884 11.84942 24.34909  -0.20
25 C 6.92106 13.18572 24.59839  -0.12
26 N 4.72090 10.11713 21.76915  0.03
27 H 6.75356 8.47149 22.45163  0.07
28 H 7.70159 9.71067 23.27862  0.10
29 H 7.37498 9.89597 21.54395  0.09
30 H 5.31652 9.71192 23.78615  0.14
31 H 4.71388 12.14470 23.55764  0.13
32 H 6.18734 12.28112 22.38447  0.15
33 H 5.97649 13.73821 24.65879  0.09
34 H 7.57319 13.63150 23.82373  0.09
35 H 7.51216 13.17812 25.52748  0.09
36 H 3.75668 10.37189 22.04677  0.03
37 H 4.57297 9.12156 21.51593  0.05
38 C 1.21560 7.22633 18.48444  -0.03
39 C 2.12628 7.12656 19.74355  -0.39
40 C 3.59166 6.64724 19.40125  -0.18
41 O 3.51232 5.39716 18.68626  -0.21
42 C 4.78734 5.00332 18.20681  -0.12
43 N 2.25627 8.36572 20.50609  0.02
44 H 0.25000 7.51153 18.87376  0.04
45 H 1.06821 6.36082 17.84937  0.06
46 H 1.55106 8.11874 17.93851  0.08
47 H 1.73015 6.31945 20.38197  0.13
48 H 4.28957 6.49305 20.22620  0.11
49 H 4.13012 7.41763 18.77698  0.13
50 H 4.81916 3.98434 17.82239  0.08
51 H 5.53081 5.08820 18.99824  0.08
52 H 5.01280 5.60514 17.30676  0.09
53 H 1.32306 8.84045 20.67901  0.10
54 H 2.80494 9.09744 19.95149  0.11
55 C 2.01829 9.82924 26.77319  -0.02
56 C 2.05072 8.82853 27.99320  -0.40
57 C 1.39332 9.47307 29.18513  -0.23
58 O 0.04800 9.63128 28.89576  -0.22
59 C -0.75190 9.94191 30.01347  -0.10
60 N 1.40819 7.61554 27.60600  0.07
61 H 0.96906 10.01392 26.55929  0.06
62 H 2.52507 9.39344 25.90151  0.06
63 H 2.48812 10.76167 27.06266  0.08
64 H 3.06315 8.53965 28.19585  0.12
65 H 1.85132 10.45672 29.54766  0.15
66 H 1.42786 8.77343 30.01412  0.12
67 H -0.72949 9.10565 30.70477  0.08
68 H -1.71740 10.16588 29.59362  0.08
69 H -0.33388 10.81688 30.57168  0.10
70 H 1.45484 6.86061 28.27310  0.07
71 H 0.43032 7.66729 27.34736  0.05
72 C 4.68628 3.82018 25.50253  -0.08
73 C 4.26472 5.25823 25.33421  -0.42
74 C 5.08726 6.17049 26.23841  -0.15
75 O 4.58559 5.96243 27.62257  -0.22
76 C 5.39987 6.54411 28.57202  -0.15
77 N 4.67805 5.78740 23.98077  0.04
78 H 4.50028 3.52423 26.57697  0.10
79 H 5.72731 3.62823 25.28577  0.07
80 H 4.20800 3.11375 24.82195  0.07
81 H 3.16017 5.30498 25.53471  0.13
82 H 4.88734 7.19831 25.93942  0.12
83 H 6.14265 5.92125 26.20016  0.12
84 H 5.37865 7.64747 28.45191  0.09
85 H 6.42040 6.11747 28.50470  0.10
86 H 4.95957 6.28435 29.48811  0.07
87 H 4.23996 6.69904 23.78054  0.04
88 H 4.46360 5.18180 23.17762  0.07
89 C -3.50524 2.22852 24.23480  -0.06
90 C -3.29874 2.67877 25.67280  -0.46
91 C -2.13045 3.58968 25.94609  -0.24
92 O -0.96045 2.96625 25.46993  -0.20
93 C 0.22647 3.72521 25.72037  -0.07
94 N -4.49136 3.40921 26.01513  0.01
95 H -2.63726 1.82732 23.72692  0.07
96 H -3.85368 3.00129 23.55025  0.08
97 H -4.22619 1.44648 24.32329  0.07
98 H -3.13951 1.73361 26.29315  0.15
99 H -1.98894 3.84042 27.02306  0.13
100 H -2.41248 4.55544 25.47346  0.12
101 H -0.08047 4.76722 25.44420  0.09
102 H 0.87809 3.39311 24.97556  0.06
103 H 0.61674 3.61074 26.74321  0.10
104 H -4.59977 3.57493 27.01684  0.07
105 H -5.42424 3.01455 25.73327  0.10
106 C -2.10070 9.57610 25.93438  -0.05
107 C -2.90574 8.26862 25.95890  -0.42
108 C -2.81325 7.59593 27.29646  -0.23
109 O -1.59591 6.89432 27.33751  -0.22
110 C -1.37579 6.40747 28.64801  -0.10
111 N -4.35147 8.59675 25.68608  0.02
112 H -2.67213 10.44937 26.26880  0.09
113 H -1.83707 9.78560 24.86149  0.08
114 H -1.25310 9.68709 26.50956  0.02
115 H -2.47275 7.56751 25.17438  0.13
116 H -3.67197 6.80820 27.32837  0.14
117 H -3.01655 8.26591 28.19597  0.14
118 H -0.35428 6.01306 28.68900  0.08
119 H -2.04476 5.57928 28.83160  0.08
120 H -1.48445 7.24144 29.32598  0.07
121 H -4.31115 9.19216 24.84135  0.06
122 H -4.98459 7.80693 25.37163  0.09
123 C -2.70641 3.67680 18.57786  -0.07
124 C -1.33265 4.18750 18.87233  -0.46
125 C -1.01728 4.11464 20.38400  -0.16
126 O -1.83929 4.95857 21.21002  -0.23
127 C -1.40857 4.90165 22.55893  -0.07
128 N -0.22858 3.64572 18.10739  0.07
129 H -3.39739 4.23242 19.24618  0.09
130 H -2.88757 2.63686 18.78058  0.07
131 H -2.91623 3.92016 17.52245  0.09
132 H -1.47085 5.30236 18.68882  0.15
133 H 0.00900 4.43981 20.47335  0.11
134 H -1.07375 3.06896 20.73831  0.14
135 H -1.44825 3.84874 22.84832  0.08
136 H -2.12601 5.46440 23.12060  0.08
137 H -0.41422 5.30086 22.73143  0.08
138 H -0.57127 2.90179 17.46182  0.10
139 H 0.25948 4.32825 17.60888  0.03
140 C 1.92305 11.66719 23.34923  -0.15
141 O 1.42816 12.90003 23.92720  -0.11
142 H 2.52278 11.15984 24.08751  0.06
143 H 1.13562 10.96386 23.05273  0.08
144 H 2.55364 11.81271 22.48050  0.06
145 H 1.11354 13.44223 23.19744  0.07

***

Density functional theory data (ωB97M-V/def2-TZVPD) for a structure of composition Cl2CrO16S2 at a distorted geometry.

Properties
Max |F| in eV/Å: 2.38
Multiplicity: 5
Net charge: -4
Total energy in eV: -107877.4719
LUMO energy (alpha / beta) in eV: 9.32 / 9.32
Relative energy (zero: lowest compared OMol25 entry of this formula, charge and spin) in kJ/mol: 0.0
⟨S²⟩: 6.01
HOMO level (alpha / beta) in eV: 3.936 / 3.921

Each line ends with the Löwdin charge.
Cartesian coordinates (Å):
1 Cr 0.15290 0.20719 0.96943  0.91
2 S 0.01800 -3.15995 0.34742  0.21
3 O -0.13367 -1.65677 0.41739  -0.49
4 O 1.31656 -3.54690 0.92251  -0.45
5 O -1.08044 -3.76174 1.11464  -0.45
6 O 0.07698 -3.57004 -1.07168  -0.44
7 S -0.07418 2.89731 1.41952  0.23
8 O -1.24523 3.73617 1.16178  -0.40
9 O 0.45179 2.19596 0.23269  -0.41
10 O 0.92080 3.67454 2.14847  -0.42
11 O -0.49582 1.69538 2.25628  -0.48
12 Cl -2.87214 0.66420 -1.12798  0.63
13 O -2.42125 0.34079 0.20420  -0.37
14 O -3.44099 -0.54883 -1.69100  -0.40
15 O -3.90347 1.67775 -1.10984  -0.41
16 O -1.76797 1.10607 -1.94877  -0.36
17 Cl 2.89080 -0.39961 -0.88041  0.65
18 O 4.02418 0.46563 -1.21878  -0.42
19 O 2.55753 -0.11393 0.52804  -0.41
20 O 1.73813 -0.13910 -1.68415  -0.33
21 O 3.28749 -1.76412 -0.98974  -0.35

***

Density functional theory data (ωB97M-V/def2-TZVPD) for an isolated molecule of C2H4N4 at a distorted geometry.

Properties
Max |F| in eV/Å: 7.86
Net charge: 0
Total energy in eV: -8097.8177
SMILES string: Nc1ncn[nH]1
LUMO energy in eV: 0.64
Relative energy (zero: lowest compared OMol25 entry of this formula, charge and spin) in kJ/mol: 144.4
HOMO level in eV: -8.885

Each line ends with the Löwdin charge.
Cartesian coordinates (Å):
1 C -0.36613 -0.24296 -0.05507  -0.64
2 C 1.73400 -0.63174 0.01605  -0.12
3 H -2.36882 -0.83468 0.30261  0.13
4 H -2.02175 0.74844 0.37028  0.13
5 H 2.64473 -1.11644 -0.22083  0.08
6 H -0.26244 1.76114 -0.17387  0.14
7 N -1.66942 -0.15230 -0.10257  0.12
8 N 0.40392 -1.18345 -0.06590  0.11
9 N 1.60607 0.70953 0.04989  0.02
10 N 0.29985 0.94246 -0.12060  0.03

***

Density functional theory data (ωB97M-V/def2-TZVPD) for a cluster of 4 separate species, C19H44F5N2O16P4 in total at a distorted geometry.

Properties
Max |F| in eV/Å: 10.00
Net charge: -1
Total energy in eV: -106886.8973
LUMO energy in eV: -1.35
HOMO level in eV: -4.366

Each line ends with the Löwdin charge.
Cartesian coordinates (Å):
1 C -3.94569 -4.61362 -3.22638  -0.14
2 C -3.06225 -5.01592 -1.94537  -0.24
3 C -1.46524 -4.77696 -2.15974  -0.34
4 F -0.83730 -5.81353 -1.31186  -0.17
5 P -0.94876 -2.99819 -1.55180  0.57
6 C -1.19753 -2.31816 -3.31906  -0.24
7 O -0.02294 -1.76702 -3.99408  -0.05
8 C 0.16488 -2.26965 -5.28478  -0.44
9 F 1.47416 -1.84048 -5.70677  0.06
10 F -0.72303 -1.65210 -6.24353  0.04
11 F 0.18158 -3.67980 -5.39841  0.08
12 C 0.91861 -3.44075 -1.86083  -0.12
13 C 1.91477 -2.24256 -1.50688  -0.31
14 O 2.40878 -2.03259 -0.36353  0.02
15 F 2.41148 -1.29260 -2.48954  -0.02
16 N -0.96749 -3.65437 0.07960  -0.07
17 C -0.22645 -3.19701 1.02143  -0.39
18 C 0.96859 -4.17891 1.56502  -0.08
19 C -0.39015 -1.89318 1.96507  -0.06
20 O -0.53370 -1.34689 -1.07564  -0.31
21 N -1.64335 -0.63833 -0.73078  -0.12
22 O -1.46930 0.53339 -0.90987  0.00
23 H -4.78003 -5.41372 -3.31142  0.07
24 H -4.43220 -3.59901 -3.03762  0.07
25 H -3.33385 -4.67693 -4.18947  0.06
26 H -3.39155 -4.55071 -0.95789  0.10
27 H -3.16179 -6.16539 -1.82713  0.11
28 H -1.11559 -5.00949 -3.22082  0.11
29 H -2.34898 -2.62613 -1.33467  0.04
30 H -1.94453 -1.43001 -3.24847  0.11
31 H -1.76340 -3.07481 -3.99306  0.09
32 H 1.08502 -3.84321 -2.93535  0.10
33 H 1.25245 -4.33093 -1.20106  0.10
34 H 0.59194 -4.55061 2.59297  0.07
35 H 1.03400 -5.08801 0.88336  0.06
36 H 1.94723 -3.62869 1.74866  0.07
37 H -0.09944 -2.17510 3.04981  0.08
38 H -1.43450 -1.42161 1.90356  0.08
39 H 0.42545 -1.14835 1.61302  0.07
40 C -2.80161 -1.15296 -7.80867  -0.16
41 O -3.87546 -1.09816 -8.74704  -0.28
42 P -4.29178 0.50307 -9.22415  0.71
43 O -5.57587 0.47334 -8.40520  -0.26
44 O -4.59515 0.04809 -10.77108  -0.26
45 C -4.63401 -1.30153 -11.19084  -0.13
46 O -4.56215 2.12834 -9.72344  -0.26
47 C -3.55284 3.03480 -9.29128  -0.16
48 H -2.61405 -2.19354 -7.54629  0.08
49 H -1.89705 -0.73119 -8.25519  0.08
50 H -3.06159 -0.59668 -6.90371  0.09
51 H -5.35811 -1.87795 -10.61225  0.09
52 H -3.64139 -1.74643 -11.12153  0.08
53 H -4.93902 -1.32191 -12.24027  0.09
54 H -2.58545 2.74895 -9.71154  0.08
55 H -3.49542 3.03976 -8.19896  0.08
56 H -3.80754 4.03691 -9.63941  0.08
57 C 5.36241 3.70069 2.94834  -0.15
58 O 4.27160 3.33391 3.78557  -0.30
59 P 2.96841 2.59223 2.93311  0.71
60 O 2.10072 3.83801 3.07011  -0.27
61 O 2.65838 1.54765 4.15837  -0.25
62 C 3.27358 1.63531 5.42904  -0.11
63 O 1.77121 1.76736 2.01530  -0.25
64 C 2.19470 1.42624 0.69593  -0.14
65 H 6.13181 4.17676 3.55776  0.08
66 H 5.78588 2.80936 2.47579  0.08
67 H 5.02899 4.40385 2.17907  0.08
68 H 3.10900 2.61373 5.88386  0.08
69 H 4.33912 1.42030 5.34690  0.08
70 H 2.82776 0.87740 6.07748  0.09
71 H 3.05523 0.75519 0.74064  0.08
72 H 2.45812 2.33201 0.14146  0.08
73 H 1.37662 0.91872 0.18256  0.08
74 C -0.19333 4.40475 10.61045  -0.14
75 O 1.12533 3.95219 10.90185  -0.30
76 P 2.25965 4.28120 9.64654  0.72
77 O 2.29844 2.80835 9.25996  -0.25
78 O 3.45164 4.60320 10.72682  -0.26
79 C 3.31539 4.39968 12.11946  -0.13
80 O 3.38606 4.67494 8.40623  -0.26
81 C 2.86864 5.56790 7.42276  -0.15
82 H -0.84890 4.14287 11.44175  0.09
83 H -0.19551 5.49176 10.48628  0.08
84 H -0.56387 3.92773 9.69839  0.09
85 H 3.04270 3.36744 12.34644  0.09
86 H 2.58231 5.09311 12.53171  0.08
87 H 4.27928 4.61111 12.58922  0.09
88 H 2.59011 6.51754 7.88648  0.07
89 H 1.99666 5.12407 6.93409  0.09
90 H 3.64046 5.75250 6.67444  0.09